Record 1
Here is a molecular structure, C21H39N2O2P3PdS at a distorted geometry from the Open Molecules 2025 dataset. Energies are from the ωB97M-V functional and the def2-TZVPD basis.

XYZ file:
```
69
C21H39N2O2P3PdS | the Open Molecules 2025 dataset | the ωB97M-V functional and the def2-TZVPD basis
P 4.05160 -0.08266 0.36804
C 4.56032 -0.27727 2.07311
H 5.63678 -0.49796 2.09759
H 4.05113 -1.14187 2.53069
H 4.39036 0.63353 2.67365
C 3.82504 -1.65977 -0.44335
H 3.44269 -1.53062 -1.46778
H 3.17612 -2.32542 0.14380
H 4.82991 -2.10480 -0.51682
C 5.08140 0.86954 -0.76269
H 6.04450 0.35220 -0.89239
H 5.26417 1.88288 -0.36731
H 4.58747 0.91327 -1.75238
P -1.01159 3.32648 -0.77820
C -1.15178 3.97646 0.92770
H -1.56019 4.99410 0.87060
H -0.16483 3.99983 1.40395
H -1.82289 3.34188 1.51560
C -0.06261 4.75105 -1.41425
H -0.09793 4.73804 -2.50724
H 0.97785 4.63213 -1.09546
H -0.48262 5.69180 -1.03102
C -2.66654 3.89821 -1.31826
H -2.76690 4.98390 -1.15223
H -3.41397 3.34684 -0.73420
H -2.80231 3.65897 -2.38204
P -3.21876 -2.29549 0.41367
C -3.78942 -2.65282 2.07371
H -4.42429 -3.55259 2.06341
H -4.39240 -1.82422 2.47803
H -2.93875 -2.83137 2.75406
C -4.41910 -2.12211 -0.91766
H -5.02343 -3.04156 -0.99441
H -3.86513 -1.96926 -1.86237
H -5.07241 -1.25406 -0.74454
C -2.13002 -3.57154 -0.21854
H -2.78364 -4.43669 -0.43485
H -1.34529 -3.84383 0.50470
H -1.66028 -3.24516 -1.16166
Pd 0.10539 -0.05218 -2.05827
C 2.46095 0.85261 0.31563
O 1.83681 1.83293 0.57886
C -2.40051 -0.63796 0.42147
O -2.41874 0.51987 0.68733
C -1.22060 -0.01370 -3.71157
C -0.63046 -1.26084 -3.53983
C 0.76671 -1.34800 -3.56145
C 1.54558 -0.19952 -3.57400
C 0.94253 1.05787 -3.57113
C -0.45355 1.14294 -3.65829
H -2.31142 0.08844 -3.78681
H -1.23084 -2.14239 -3.36362
H 1.24419 -2.31084 -3.42930
H 2.63146 -0.25192 -3.51063
H 1.53620 1.97477 -3.47313
H -0.91412 2.14039 -3.62260
C 0.28282 -3.01807 3.42947
N 0.13023 -1.57085 3.31430
C -0.12594 -0.77299 4.41496
C -0.11290 0.51772 3.98874
N 0.11354 0.48750 2.61854
C 0.25629 -0.80476 2.19462
S 0.42386 -1.32836 0.57181
H -0.59006 -3.54477 3.01809
H 1.19502 -3.34768 2.91889
H 0.35691 -3.21557 4.50781
H -0.25978 -1.23040 5.37917
H -0.24110 1.42018 4.55645
H 0.22929 1.28554 2.00183
```

Output
E ... -71620.452 eV
Total charge ... +4
Multiplicity ... 5
Relative energy (zero: lowest compared OMol25 entry of this formula, charge and spin) ... 1.225 eV
⟨S²⟩ ... 6.031
Kohn-Sham gap (alpha / beta) ... 6.8 / 3.3 eV

natural (NBO) charges in e: P 1.452; C -0.991; H 0.319; H 0.281; H 0.302; C -0.976; H 0.271; H 0.275; H 0.311; C -0.957; H 0.312; H 0.305; H 0.279; P 0.802; C -0.937; H 0.265; H 0.228; H 0.227; C -0.933; H 0.241; H 0.234; H 0.261; C -0.930; H 0.262; H 0.239; H 0.235; P 1.447; C -0.986; H 0.314; H 0.307; H 0.267; C -0.954; H 0.314; H 0.273; H 0.300; C -0.969; H 0.312; H 0.274; H 0.266; Pd 0.794; C 0.232; O -0.438; C 0.212; O -0.402; C -0.253; C -0.224; C -0.223; C -0.262; C -0.244; C -0.207; H 0.283; H 0.255; H 0.273; H 0.265; H 0.286; H 0.290; C -0.415; N -0.295; C 0.025; C 0.032; N -0.481; C 0.175; S -0.013; H 0.226; H 0.248; H 0.265; H 0.287; H 0.293; H 0.477

Record 2
Here is 3 unconnected molecules or ions with the total composition C21H39N3O4 at a distorted geometry from the Open Molecules 2025 dataset. Energies are from the ωB97M-V functional and the def2-TZVPD basis.

XYZ file:
```
67
C21H39N3O4 | the Open Molecules 2025 dataset | the ωB97M-V functional and the def2-TZVPD basis
N -1.08365 -0.32895 4.43396
C -0.79246 0.50226 3.18916
C 0.57610 0.64116 2.53047
C 0.71727 1.81392 1.37641
O 1.94580 2.19559 1.03460
C -0.36245 3.06082 1.20013
C -1.69596 2.87616 1.89973
C -2.74633 4.09469 2.19648
C -3.90831 3.75133 3.32881
C -5.29270 3.61638 2.42133
O -6.03972 4.71682 2.35313
O -5.64746 2.41576 1.65581
C -1.94787 1.35792 2.43725
O -3.03017 0.76257 2.03156
H -0.90023 0.36210 5.19237
H -2.14079 -0.44887 4.48011
H 1.44291 0.03172 2.95108
H -0.09098 4.09029 0.71752
H -2.06103 4.88409 2.78940
H -3.13051 4.67177 1.26871
H -3.68956 2.78434 3.98036
H -4.02842 4.61042 4.15147
H -4.94568 2.30220 0.92077
C -0.21620 -5.95692 1.75886
C -1.21819 -4.80707 1.72958
N -0.83270 -3.69456 0.85536
C -1.66861 -2.50237 1.03579
C -3.14445 -2.61386 0.66477
C -0.53522 -4.03775 -0.53695
C -1.63712 -4.70986 -1.34999
H 0.77884 -5.60957 2.05808
H -0.53889 -6.71113 2.48492
H -0.13555 -6.45687 0.78902
H -1.30249 -4.43367 2.75935
H -2.20414 -5.20738 1.46141
H -1.22856 -1.66371 0.48252
H -1.60734 -2.20236 2.08980
H -3.29128 -2.59244 -0.41586
H -3.68956 -1.75663 1.07355
H -3.61254 -3.51641 1.06650
H 0.34538 -4.69150 -0.55056
H -0.20348 -3.13811 -1.07188
H -2.16068 -5.48819 -0.78857
H -1.20096 -5.18590 -2.23545
H -2.37016 -3.98601 -1.71056
C 5.17255 3.00500 -4.67146
C 3.82389 2.35532 -4.37812
N 3.91510 1.05856 -3.69944
C 2.63776 0.33795 -3.65758
C 1.50198 0.96333 -2.85315
C 4.68225 1.03264 -2.45220
C 4.22383 1.94823 -1.32149
H 5.81015 2.34472 -5.26961
H 5.02266 3.92934 -5.24001
H 5.70772 3.27308 -3.75561
H 3.32353 2.21266 -5.34572
H 3.20852 3.06483 -3.81053
H 2.80850 -0.68199 -3.29197
H 2.28842 0.20805 -4.68995
H 1.64785 0.83189 -1.78020
H 0.55915 0.46700 -3.10576
H 1.37358 2.02833 -3.06380
H 5.72658 1.27447 -2.68440
H 4.72843 0.00316 -2.07326
H 3.95297 2.94783 -1.67154
H 5.03516 2.06754 -0.59456
H 3.37551 1.52580 -0.77998
```

Output
E ... -35060.878 eV
Total charge ... 0
Relative energy (zero: lowest compared OMol25 entry of this formula, charge and spin) ... 8.188 eV
Kohn-Sham gap ... 6.2 eV

natural (NBO) charges in e: N -0.810; C 0.130; C -0.281; C 0.487; O -0.526; C -0.247; C -0.041; C -0.468; C -0.504; C 0.776; O -0.558; O -0.715; C 0.482; O -0.537; H 0.379; H 0.384; H 0.267; H 0.264; H 0.251; H 0.262; H 0.236; H 0.263; H 0.507; C -0.616; C -0.214; N -0.455; C -0.206; C -0.639; C -0.218; C -0.638; H 0.211; H 0.212; H 0.202; H 0.196; H 0.158; H 0.191; H 0.187; H 0.199; H 0.223; H 0.203; H 0.192; H 0.196; H 0.204; H 0.211; H 0.203; C -0.616; C -0.213; N -0.454; C -0.207; C -0.636; C -0.218; C -0.639; H 0.211; H 0.211; H 0.203; H 0.194; H 0.158; H 0.192; H 0.187; H 0.204; H 0.207; H 0.204; H 0.189; H 0.195; H 0.201; H 0.210; H 0.219

Record 3
Here is a molecular structure, C21H40Cl3N4O3SScSi at a distorted geometry from the Open Molecules 2025 dataset. Energies are from the ωB97M-V functional and the def2-TZVPD basis.

XYZ file:
```
74
C21H40Cl3N4O3SScSi | the Open Molecules 2025 dataset | the ωB97M-V functional and the def2-TZVPD basis
C 4.79917 -1.71813 -1.83681
C 4.45929 -0.33902 -1.28176
H 5.88225 -1.86224 -1.94312
H 4.32537 -1.85481 -2.82672
H 4.40238 -2.48999 -1.15855
C 5.35562 0.74875 -1.41513
C 6.36184 0.77745 -2.47702
H 5.24700 1.58909 -0.74040
H 5.93260 0.42369 -3.42812
H 7.24048 0.15370 -2.25843
H 6.73117 1.79345 -2.63029
Sc -1.17347 -0.95423 -0.61258
Cl 0.07578 -2.45049 0.81938
Cl -2.82101 -1.51426 -2.24415
H -6.07324 -0.95411 0.62651
H -5.86572 -3.77050 1.30398
C -5.28243 -1.28132 -0.05674
C -5.06321 -3.70227 0.56068
N -4.49385 -2.36315 0.55416
H -4.64134 -0.43552 -0.31206
C -3.26347 -2.16607 0.99400
O -2.68491 -1.02892 0.80721
H -4.25937 -4.39644 0.82315
H -2.76576 -3.01970 1.50807
H -5.75111 -1.65707 -0.96980
H -5.46047 -3.93923 -0.43465
H 1.96366 0.31495 -3.70511
H 2.82541 2.96456 -2.67612
C 1.19721 1.04374 -3.96898
C 1.76718 3.19276 -2.86141
N 0.96350 1.97775 -2.87250
H 0.28961 0.51614 -4.23356
C 0.10332 1.75988 -1.87640
O -0.62863 0.73807 -1.77792
H 1.39224 3.83664 -2.05934
H 0.03524 2.56043 -1.11474
H 1.55601 1.62114 -4.81588
H 1.68231 3.70881 -3.82153
O 3.08097 -0.08011 -1.54063
C 3.34795 -0.29805 -0.14196
C 2.91485 2.17026 0.27961
C 3.09726 0.84006 0.74078
H 2.99156 2.38526 -0.78819
C 2.60432 3.20275 1.16896
H 3.06707 -1.29676 0.24869
C 2.98013 0.61189 2.13595
H 2.43415 4.22276 0.79190
C 2.50233 2.94370 2.54367
C 2.72057 1.64529 3.02334
H 3.09580 -0.41445 2.48752
H 2.34793 3.76976 3.24824
H 2.66153 1.43028 4.09680
Si 0.09281 -3.73589 -2.93015
Cl 0.63648 -1.65409 -2.21187
C -0.82475 -3.48772 -4.56067
C -1.06329 -4.55517 -1.71379
C 1.71311 -4.60864 -3.09153
H -0.61752 -2.50271 -4.99831
H -1.91121 -3.55578 -4.39159
H -0.52938 -4.26673 -5.28008
H 2.27857 -4.22915 -3.96087
H 1.54300 -5.69033 -3.21902
H 2.30904 -4.44901 -2.18067
H -0.67757 -4.50470 -0.69175
H -1.17965 -5.61131 -1.98798
H -2.05248 -4.07346 -1.72785
N -0.80434 2.60009 3.27752
C -1.12922 1.55043 2.48825
N -2.27694 0.93282 2.81099
S -0.14812 1.05142 1.16248
H -1.46219 2.93207 3.97559
H 0.03404 3.13382 3.10088
H -2.53468 0.11348 2.24749
H -2.70478 1.06408 3.72048
```

Output
E ... -111513.902 eV
Total charge ... 0
Relative energy (zero: lowest compared OMol25 entry of this formula, charge and spin) ... 5.557 eV
Kohn-Sham gap (alpha / beta) ... 2.8 / 2.8 eV

Löwdin charges in e: C -0.025; C -0.497; H 0.074; H 0.077; H 0.069; C -0.227; C -0.227; H 0.042; H 0.053; H 0.041; H 0.052; Sc 0.234; Cl 0.020; Cl 0.112; H 0.102; H 0.100; C -0.040; C -0.018; N -0.159; H 0.070; C -0.262; O -0.285; H 0.096; H 0.151; H 0.091; H 0.105; H 0.068; H 0.094; C -0.035; C -0.037; N -0.130; H 0.081; C -0.283; O -0.280; H 0.091; H 0.121; H 0.091; H 0.094; O -0.149; C -0.192; C -0.068; C -0.200; H 0.075; C -0.113; H 0.123; C -0.069; H 0.101; C -0.167; C -0.125; H 0.114; H 0.092; H 0.102; Si 0.332; Cl 0.425; C -0.208; C -0.240; C -0.203; H 0.027; H 0.018; H 0.035; H 0.045; H 0.042; H 0.039; H -0.023; H 0.041; H -0.017; N 0.110; C -0.796; N 0.093; S 0.772; H 0.112; H 0.075; H 0.060; H 0.113

Record 4
Here is a molecular structure, C21H40Cl3N4O3SSiW at a distorted geometry from the Open Molecules 2025 dataset. Energies are from the ωB97M-V functional and the def2-TZVPD basis.

XYZ file:
```
74
C21H40Cl3N4O3SSiW | the Open Molecules 2025 dataset | the ωB97M-V functional and the def2-TZVPD basis
C 3.56633 2.44281 -2.28036
C 2.39609 2.96304 -1.51352
H 3.89183 3.17785 -3.02202
H 3.31693 1.50363 -2.80028
H 4.42530 2.21385 -1.63453
C 1.83332 4.17484 -1.67800
C 2.24601 5.14870 -2.72166
H 1.05032 4.55845 -1.01265
H 2.50310 4.62556 -3.65386
H 3.10130 5.76372 -2.40154
H 1.40838 5.83591 -2.91927
W 0.01294 -0.54079 -0.70323
Cl 1.79200 -0.75564 0.85403
Cl -0.90688 -2.22457 -2.14765
H -2.21283 -5.56986 1.63245
H 0.20098 -6.50088 1.79473
C -1.89777 -4.96943 0.76789
C 0.43605 -5.88143 0.92215
N -0.45464 -4.73364 0.87251
H -2.41815 -4.00416 0.75809
C 0.03886 -3.49266 0.74816
O -0.74297 -2.49253 0.77002
H 1.46962 -5.52958 1.00396
H 1.13452 -3.38225 0.68677
H -2.12661 -5.52000 -0.16082
H 0.33403 -6.49464 0.01465
H 0.71702 1.96173 -3.42358
H -0.86823 4.46665 -2.64693
C -0.30213 1.76732 -3.78586
C -1.59210 3.80636 -3.15632
N -1.27149 2.40819 -2.90585
H -0.48989 0.69053 -3.80764
C -2.01584 1.69733 -2.02030
O -1.92214 0.45056 -1.87576
H -2.60559 4.01824 -2.77929
H -2.72700 2.27932 -1.40412
H -0.40703 2.20393 -4.78372
H -1.53855 3.99449 -4.23854
O 0.95209 1.15323 -1.24346
C 1.79592 1.99761 -0.50360
C -0.26635 3.12227 0.23162
C 0.97817 2.64338 0.59666
H -0.49625 3.07221 -0.84135
C -1.08168 3.74836 1.17141
H 2.65129 1.46502 -0.06876
C 1.46947 2.81495 1.89309
H -2.11253 3.98823 0.88347
C -0.54317 4.04592 2.42586
C 0.73616 3.58649 2.78370
H 2.43494 2.38878 2.16359
H -1.13978 4.64409 3.12650
H 1.14049 3.81927 3.77110
Si 2.61773 -2.75661 -3.51116
Cl 1.94025 -0.83435 -2.63040
C 1.21958 -3.18351 -4.70592
C 2.92024 -3.66475 -1.90830
C 4.21818 -2.84388 -4.56294
H 0.52793 -2.32972 -4.85380
H 0.61278 -4.03561 -4.36526
H 1.61846 -3.44823 -5.70015
H 4.11224 -2.40839 -5.56945
H 4.44806 -3.91880 -4.72404
H 5.10773 -2.39890 -4.09647
H 2.43763 -3.19348 -1.04185
H 3.99506 -3.69951 -1.67081
H 2.56912 -4.70076 -1.97472
N -1.72214 1.21638 3.46781
C -1.38530 0.22794 2.63344
N -1.04113 -0.95646 3.12475
S -1.56688 0.45219 0.92539
H -1.70813 1.10185 4.47480
H -1.85579 2.15460 3.13321
H -1.00090 -1.74317 2.47971
H -1.03887 -1.14357 4.12004
```

Output
E ... -92610.769 eV
Total charge ... +3
Relative energy (zero: lowest compared OMol25 entry of this formula, charge and spin) ... 0.000 eV
Kohn-Sham gap (alpha / beta) ... 4.0 / 4.0 eV

Löwdin charges in e: C -0.023; C -0.240; H 0.088; H 0.045; H 0.107; C -0.092; C -0.065; H 0.112; H 0.085; H 0.109; H 0.085; W 1.240; Cl 0.336; Cl 0.267; H 0.116; H 0.115; C 0.013; C -0.004; N -0.143; H 0.094; C -0.315; O -0.310; H 0.101; H 0.098; H 0.120; H 0.115; H 0.081; H 0.094; C -0.004; C 0.008; N -0.142; H 0.079; C -0.275; O -0.235; H 0.116; H 0.164; H 0.118; H 0.119; O -0.436; C -0.372; C -0.147; C -0.234; H 0.084; C -0.084; H 0.116; C -0.006; H 0.127; C -0.079; C -0.038; H 0.131; H 0.131; H 0.129; Si 0.371; Cl 0.389; C -0.222; C -0.210; C -0.172; H 0.018; H 0.036; H 0.053; H 0.046; H 0.066; H 0.040; H -0.033; H 0.059; H 0.050; N 0.199; C -0.692; N 0.175; S 0.851; H 0.157; H 0.089; H 0.074; H 0.154

- Which of these has the highest total charge?
  C21H39N2O2P3PdS

- Which formula does entry 3 have?
  C21H40Cl3N4O3SScSi